No. 1
21
Properties=species:S:1:pos:R:3:nbo_charge:R:1 method="wB97M-V/def2-TZVPD" max_force_ev_per_a=0.53 smiles="N/C=C/N.C=CNC" orbital_gap_ha=0.323 homo_energy_ev=-7.76
N -0.9278 -2.0775 -2.9632 -0.82
C -0.4614 -2.8402 -1.8755 -0.03
C -0.6665 -2.5444 -0.5998 -0.13
N -0.1402 -3.3793 0.4423 -0.83
H -0.3760 -2.2272 -3.7946 0.37
H -0.9606 -1.0861 -2.7698 0.37
H 0.0875 -3.7347 -2.1406 0.19
H -1.2928 -1.6938 -0.3519 0.17
H -0.7287 -3.3025 1.2637 0.36
H 0.7661 -3.0302 0.7376 0.36
C 0.0939 0.7280 0.0563 -0.53
C 0.6783 1.5547 0.9160 0.02
N 0.0447 2.5073 1.7074 -0.61
C 0.7230 3.8008 1.8098 -0.41
H -0.9659 0.7948 -0.1542 0.19
H 0.6638 -0.0686 -0.3973 0.21
H 1.7582 1.5873 1.0367 0.18
H -0.9382 2.5973 1.4928 0.37
H -0.0026 4.5501 2.1201 0.21
H 1.4731 3.7512 2.5994 0.20
H 1.1723 4.1130 0.8647 0.18

=====

No. 2
14
Properties=species:S:1:pos:R:3:nbo_charge:R:1 method="wB97M-V/def2-TZVPD" max_force_ev_per_a=6.20 smiles=C1C[C@H]2CN2N1 orbital_gap_ha=0.331 homo_energy_ev=-7.93
C 1.0406 0.7602 0.1293 -0.22
C 0.9944 -0.6851 -0.3579 -0.47
C -0.4067 -1.0768 -0.5496 -0.08
C -1.3388 -0.6152 0.5013 -0.31
N -1.3028 0.5260 -0.5036 -0.23
N -0.1859 1.3903 -0.3352 -0.51
H 1.1038 0.7788 1.2384 0.17
H 1.7635 1.3756 -0.3748 0.21
H 1.5536 -0.4614 -1.1869 0.23
H 1.5228 -1.2384 0.3585 0.23
H -0.9422 -1.4753 -1.2737 0.22
H -2.3641 -1.1267 0.5472 0.21
H -0.9601 -0.3408 1.5223 0.19
H -0.4781 2.1888 0.2846 0.36

=====

No. 3
49
Properties=species:S:1:pos:R:3:nbo_charge:R:1 method="wB97M-V/def2-TZVPD" max_force_ev_per_a=0.85 orbital_gap_ha="0.214 / 0.214" charge=+1 homo_energy_ev="-10.99 / -10.99"
Ir 0.6014 -0.1927 -0.0456 1.16
C -1.8081 3.8601 0.7939 -0.65
C -1.0047 2.5937 0.6813 0.23
N -0.0679 2.6524 -0.2068 -0.20
N 0.6973 1.6181 -0.5267 -0.21
C 2.3304 0.5110 -1.8539 0.21
N 3.2929 0.4061 -2.8906 -0.83
S 2.8999 -0.1195 -0.2006 0.04
C -1.3057 1.4845 1.6088 0.15
C -2.3791 1.6584 2.4949 -0.20
C -2.6326 0.7389 3.4839 -0.13
C -1.7760 -0.3460 3.6140 -0.21
C -0.7594 -0.4894 2.7023 0.06
N -0.5405 0.3706 1.6901 -0.47
H -1.3593 4.6038 0.1431 0.26
H -1.8236 4.2490 1.8120 0.23
H -2.8395 3.6996 0.4726 0.23
H 2.8683 0.6071 -3.7906 0.39
H 4.0644 1.0503 -2.7543 0.38
H -3.0094 2.5263 2.3959 0.25
H -3.4696 0.8708 4.1557 0.24
H -1.8956 -1.0750 4.4023 0.25
H -0.0827 -1.3247 2.7742 0.21
O -1.9550 -3.2887 -0.9094 -0.53
C -1.1262 -2.5544 -0.4290 0.63
N -0.8768 -1.2696 -0.8494 -0.55
C -1.0473 -1.0478 -2.2941 -0.26
C 0.0308 -0.0623 -2.6659 0.18
C -0.2456 0.9800 -3.4703 -0.31
C 0.5117 2.2070 -3.6259 -0.19
C 1.3794 2.6845 -2.7271 -0.21
C 1.7722 1.9266 -1.5055 -0.19
N 1.2011 -0.3951 -1.9697 -0.54
C -0.1604 -3.0013 0.6179 0.12
C -0.2378 -4.2333 1.2316 -0.19
C 0.7750 -4.5942 2.1063 -0.12
C 1.8241 -3.7106 2.3177 -0.23
C 1.8274 -2.4923 1.6624 0.07
N 0.8443 -2.1444 0.8262 -0.45
H -2.0356 -0.6417 -2.5028 0.22
H -0.9402 -1.9962 -2.8237 0.23
H -1.1934 0.9341 -3.9944 0.23
H 0.2830 2.8147 -4.4936 0.23
H 1.8802 3.6267 -2.9038 0.23
H 2.5375 2.4720 -0.9434 0.25
H -1.0723 -4.8785 0.9950 0.27
H 0.7552 -5.5522 2.6077 0.24
H 2.6414 -3.9568 2.9801 0.25
H 2.6263 -1.7795 1.8073 0.23

=====

No. 4
9
Properties=species:S:1:pos:R:3:nbo_charge:R:1 method="wB97M-V/def2-TZVPD" max_force_ev_per_a=5.01 orbital_gap_ha="0.311 / 0.300" homo_energy_ev="-8.49 / -8.64"
C 0.0767 -0.1553 0.2448 -0.54
C -0.3116 -0.4124 -1.1255 0.27
C 1.6369 -0.5935 0.4425 -0.14
F -0.7545 -1.6607 -1.2227 -0.33
Cl 2.2159 -2.1599 0.2311 0.08
Br 2.9394 0.7229 -0.1946 0.03
H 0.0346 0.9222 0.4854 0.24
H -0.5790 -0.6981 0.7695 0.23
H 0.3038 -0.0482 -1.9518 0.15

=====

No. 5
52
Properties=species:S:1:pos:R:3:lowdin_spin:R:1 method="wB97M-V/def2-TZVPD" s2=1.06 max_force_ev_per_a=0.64 orbital_gap_ha="0.245 / 0.255" multiplicity=2 charge=+3 homo_energy_ev="-18.03 / -18.10"
Tc -0.9277 -1.6108 -0.7899 1.35
N 1.0515 -2.3462 -0.5572 0.00
C 1.4433 -2.3445 0.8546 0.00
C 2.7023 -2.5934 1.3206 0.00
C 2.9370 -2.6120 2.7152 0.00
C 1.9126 -2.4080 3.5987 0.00
C 0.6005 -2.1465 3.1275 0.00
C -0.5170 -1.9429 3.9639 0.02
C -1.7544 -1.6883 3.4160 0.00
C -1.8798 -1.6085 2.0312 0.01
N -0.8488 -1.7993 1.2047 -0.01
C 0.3890 -2.0926 1.7399 0.00
H 1.0017 -3.3190 -0.8797 0.01
H 1.7747 -1.9212 -1.1334 0.00
H 3.5179 -2.8033 0.6378 0.00
H 3.9360 -2.8109 3.0774 0.00
H 2.0923 -2.4450 4.6655 0.00
H -0.3957 -1.9951 5.0395 0.00
H -2.6277 -1.5450 4.0360 0.00
H -2.8315 -1.3856 1.5652 0.00
Cl -4.6563 0.4502 -1.3632 0.00
C -4.8108 -1.2425 -1.5620 0.01
Cl -3.1087 -2.0942 -1.6625 0.01
H -5.2263 -1.5103 -2.5276 0.00
H -5.2809 -1.7328 -0.7180 0.00
C -1.4204 3.8222 -0.9108 0.00
Si -1.0209 2.5401 0.3411 0.00
C 0.6567 2.5400 1.1198 -0.01
C -2.3915 1.8794 1.3733 0.00
As -0.4591 0.5955 -1.2613 -0.37
Si 1.6155 0.9327 -2.6906 0.00
C 2.8958 0.5670 -1.3821 -0.02
C 1.4694 -0.3123 -4.0527 0.00
C 1.4583 2.6951 -3.1960 0.00
H -1.5757 4.7776 -0.3964 0.00
H -2.3425 3.5908 -1.4462 0.00
H -0.6139 3.9714 -1.6284 0.00
H 0.6151 3.1389 2.0366 0.00
H 1.4171 2.9868 0.4781 0.00
H 0.9737 1.5367 1.4125 0.00
H -2.6786 2.6373 2.1101 0.00
H -2.0837 0.9891 1.9230 0.00
H -3.2742 1.6562 0.7796 0.00
H 2.5088 0.1749 -0.4382 0.00
H 3.4318 1.4859 -1.1337 0.00
H 3.6317 -0.1396 -1.7760 0.00
H 0.8585 -1.1789 -3.7940 0.00
H 2.4602 -0.6746 -4.3402 0.00
H 1.0243 0.1456 -4.9382 0.00
H 1.6735 3.3893 -2.3826 0.00
H 0.4799 2.9216 -3.6223 0.00
H 2.1970 2.8792 -3.9847 0.00

=====

No. 6
84
Properties=species:S:1:pos:R:3:mulliken_charge:R:1 method="wB97M-V/def2-TZVPD" max_force_ev_per_a=12.85 smiles=COCCNCCOC.COCCNCCOC.CCO.CCO.CCO.CCO orbital_gap_ha=0.324 homo_energy_ev=-8.38
C -3.3801 1.4952 5.9978 -0.82
O -3.6501 1.5892 4.5158 -0.43
C -2.4471 1.5622 3.8038 0.03
C -2.7241 1.2642 2.3128 -1.10
N -1.4411 1.0322 1.6388 0.63
C -0.5631 2.2212 1.5378 -1.15
C 0.6339 2.0142 0.6108 -0.06
O 1.4149 1.1102 0.8648 -0.18
C 2.4829 1.2502 -0.0202 -0.67
H -2.5891 2.1102 6.2728 0.37
H -2.9311 0.4992 6.1058 0.30
H -4.2761 1.6212 6.6118 0.28
H -1.7031 0.8972 4.1938 0.03
H -1.9011 2.4612 3.8028 0.42
H -3.2321 2.0532 1.8578 0.45
H -3.4251 0.4162 2.1768 0.31
H -0.8781 0.2272 1.8938 -0.39
H -0.2361 2.4402 2.5648 0.37
H -1.1351 3.0862 1.2118 0.48
H 1.1329 2.9572 0.5918 0.65
H 0.1819 1.9752 -0.3722 -0.15
H 2.9969 0.2382 0.0018 0.02
H 3.1509 2.0332 0.3918 0.42
H 2.1949 1.5052 -1.0732 0.30
C -3.5211 5.5022 -1.2862 -0.70
O -2.8571 4.8372 -2.4132 -0.41
C -2.3151 3.5552 -2.0842 0.32
C -1.3751 3.2352 -3.2352 -0.81
N -0.5211 2.1012 -2.8402 0.20
C 0.0109 1.4162 -4.0032 -1.37
C 0.7479 0.1802 -3.6112 0.30
O 1.4019 -0.4168 -4.4552 -0.47
C 0.6159 -1.2428 -5.4152 -0.91
H -4.4161 4.9102 -1.0192 0.25
H -3.7851 6.4932 -1.5282 0.29
H -2.7871 5.4802 -0.5122 0.30
H -3.1341 2.8432 -2.0212 0.34
H -1.7711 3.5992 -1.1112 -0.24
H -0.9471 4.1552 -3.7052 0.31
H -2.0141 2.7782 -4.0002 0.36
H -0.9831 1.4092 -2.2302 0.00
H 0.6799 2.0212 -4.5692 0.45
H -0.7581 1.2722 -4.7322 0.65
H 0.1169 -0.5698 -3.1322 0.24
H 1.4199 0.4752 -2.8822 -0.09
H -0.1331 -1.9728 -5.0252 0.32
H 1.2389 -1.9238 -5.9612 0.38
H 0.2029 -0.6518 -6.2372 0.37
C 2.1729 -4.0768 1.4208 -0.60
C 3.0529 -4.6768 0.4648 -0.36
O 3.3689 -6.0048 0.8458 -0.60
H 2.7989 -3.5788 2.1118 0.39
H 1.5989 -4.7218 2.0278 0.52
H 1.4619 -3.3288 0.9978 -0.19
H 3.9989 -4.1578 0.3578 0.30
H 2.6339 -4.7698 -0.5152 0.15
H 4.0369 -5.9268 1.5618 0.34
C 2.1289 -3.2228 -3.0442 -1.34
C 2.4359 -2.4028 -1.9112 1.49
O 3.8119 -2.5318 -1.7542 -0.69
H 1.0269 -3.1878 -3.0692 0.21
H 2.4849 -4.2678 -3.0192 0.39
H 2.5439 -2.8058 -3.9702 0.27
H 1.9569 -2.7788 -1.0662 -0.26
H 2.1679 -1.3868 -1.9902 -0.27
H 4.0239 -2.2668 -0.8572 0.36
C 1.0869 -1.3098 2.8928 -0.36
C 0.8529 -0.5748 4.0868 -0.61
O 1.8749 -0.8788 5.0678 -0.57
H 1.3919 -2.2538 3.2108 0.55
H 1.8789 -0.9038 2.1878 0.14
H 0.1859 -1.4328 2.2828 -0.12
H -0.0801 -0.8218 4.5638 0.25
H 0.9309 0.4932 3.8418 0.28
H 1.6509 -0.4128 5.8608 0.33
C -1.4001 -2.2158 0.2558 -1.72
C -0.7171 -1.3148 -0.5762 1.33
O -1.4561 -0.2078 -1.0652 -0.69
H -2.2951 -2.5218 -0.2472 0.49
H -1.8141 -1.7768 1.1858 0.23
H -0.7571 -3.0658 0.3968 0.33
H -0.3991 -1.7648 -1.5412 0.16
H 0.1819 -0.9428 -0.1122 -0.49
H -1.6171 0.4522 -0.3632 0.18

=====

Q: Which ΔE to the lowest compared entry with this formula, charge and spin values were calculated for the entries above? A: 44.23 96.69 0.00 47.41 0.00 139.30, in kcal per mole.